Computed, not measured: a structure of composition C39H37BN12O4Ti, with ωB97M-V/def2-TZVPD.

Summary:
Charge ... +1
Expectation value of S² ... 0.754
Spin multiplicity ... 2
Energy relative to the best compared isomer or geometry (same formula, charge and spin) ... 18.2 kcal/mol

```
94
Properties=species:S:1:pos:R:3:forces:R:3
Ti -0.198805 0.056883 0.044012 -2.930 0.027 -0.545
C 0.222161 2.004769 -4.235066 -0.055 -0.016 -0.143
C 0.822569 3.179905 -3.817752 0.067 0.125 -0.014
C 0.641443 3.596499 -2.508281 0.139 0.192 -0.105
C -0.103634 2.799099 -1.657399 -0.212 0.032 0.498
N -0.653840 1.646336 -2.039175 0.071 -0.082 -0.135
C -0.516200 1.281645 -3.315447 -0.074 -0.057 0.173
C -0.362557 3.147312 -0.225037 -0.002 -0.312 -0.490
C -0.173981 4.410002 0.288954 0.050 0.313 -0.088
C -0.452203 4.633170 1.624922 0.031 0.159 0.154
C -0.930161 3.595430 2.399070 -0.056 0.265 0.212
C -1.100385 2.357707 1.812485 -0.292 -0.555 0.276
N -0.814779 2.136530 0.529894 0.166 0.241 0.155
C -1.633885 1.162741 2.542521 0.162 0.529 -0.541
C -2.095453 1.211473 3.837070 -0.177 0.025 0.446
C -2.643175 0.063464 4.392299 0.030 0.172 0.111
C -2.710495 -1.082465 3.625911 -0.113 -0.153 0.044
C -2.198760 -1.050958 2.343457 0.117 -0.001 -0.173
N -1.667491 0.048183 1.807031 0.169 -0.051 0.207
H 0.328565 1.647271 -5.252098 -0.039 0.039 0.072
H 1.419529 3.770441 -4.503525 -0.045 -0.044 0.057
H 1.085793 4.519838 -2.158800 0.008 -0.078 -0.033
H -1.013159 0.361411 -3.601435 0.120 -0.077 0.049
H 0.169999 5.217474 -0.342966 -0.020 -0.041 0.040
H -0.298985 5.613820 2.058271 -0.032 -0.042 -0.019
H -1.168541 3.753006 3.440836 0.039 0.005 -0.022
H -2.032256 2.122062 4.415982 -0.041 -0.032 -0.008
H -3.004529 0.068205 5.412489 -0.014 0.017 -0.032
H -3.143159 -1.996000 4.011527 0.050 0.035 -0.014
H -2.202574 -1.934079 1.721187 0.040 -0.013 -0.008
O 1.496448 0.951193 0.197881 0.542 0.750 0.511
C 2.461597 1.028547 -0.553766 0.852 -0.078 -0.629
C 2.578135 0.322279 -1.786477 0.169 0.124 0.082
C 3.712157 0.545723 -2.579792 0.104 0.305 0.425
C 3.832988 -0.111957 -3.753838 0.304 -0.250 -0.677
C 2.862435 -1.027504 -4.189314 0.147 -0.004 -0.134
C 1.756421 -1.267383 -3.421447 -0.081 -0.085 -0.044
C 1.578510 -0.590498 -2.198579 -0.140 -0.014 0.127
O 0.499064 -0.788540 -1.499166 0.618 -0.293 -0.866
N 5.027514 0.141918 -4.598678 -0.244 0.030 0.163
O 5.856300 0.921420 -4.175397 -0.082 -0.053 0.016
O 5.085106 -0.436115 -5.660731 -0.013 -0.059 -0.042
H 3.286922 1.678633 -0.249606 0.108 0.053 -0.042
H 4.487084 1.235575 -2.267012 -0.029 -0.022 0.005
H 3.010993 -1.531087 -5.135663 0.001 0.005 0.041
H 0.994343 -1.971442 -3.732384 0.059 0.009 0.027
B 1.951928 -3.775322 1.089876 -0.018 -0.079 -0.143
C 1.162762 -2.415483 1.134997 0.323 -0.913 0.084
N 0.529852 -1.450412 1.096827 0.045 -0.560 0.282
H 2.169407 -3.917108 -0.112096 -0.031 0.008 0.285
H 2.982052 -3.693514 1.733586 -0.221 0.070 -0.094
H 1.191809 -4.632458 1.514033 0.133 0.194 -0.081
C 3.206742 -0.380457 2.706045 -0.056 0.037 0.122
N 4.006627 -0.378688 3.933219 -0.060 0.131 0.056
C 4.147260 1.008862 4.396147 -0.231 -0.180 -0.038
N 2.841690 1.645005 4.643828 0.001 -0.063 -0.014
C 2.073132 1.588724 3.398756 0.072 -0.137 0.111
N 1.875348 0.221693 2.905443 0.007 0.162 0.464
C 1.199811 -0.549106 3.964421 0.227 0.064 0.120
N 1.946981 -0.550182 5.226477 0.052 0.055 -0.102
C 3.275161 -1.132417 4.961652 -0.110 0.169 -0.099
C 2.130012 0.842746 5.651646 0.099 -0.118 -0.219
H 3.085160 -1.406949 2.357628 0.046 0.023 0.032
H 3.740151 0.191364 1.941713 0.026 0.018 -0.022
H 4.683206 1.584228 3.640037 0.022 0.024 -0.023
H 4.724003 1.018979 5.320593 0.029 0.003 0.021
H 2.603396 2.164136 2.634546 -0.022 0.035 -0.036
H 1.094857 2.048848 3.570804 0.023 0.002 0.025
H 1.081598 -1.577402 3.623622 -0.023 -0.001 0.040
H 0.213054 -0.112741 4.141437 0.023 -0.027 0.012
H 3.151328 -2.162661 4.627570 -0.008 -0.022 -0.016
H 3.854137 -1.127215 5.885093 0.018 0.001 0.021
H 2.696491 0.861618 6.582594 0.012 0.001 0.025
H 1.148900 1.288965 5.827660 -0.032 0.026 0.021
N -8.146724 -2.463873 -7.064264 0.209 0.041 0.250
C -7.392594 -2.348181 -6.203055 0.092 0.049 0.166
C -6.428269 -2.208674 -5.124586 -0.280 -0.073 -0.360
C -5.398317 -1.280468 -5.236059 0.006 0.097 -0.051
C -4.442590 -1.190028 -4.239254 0.032 0.173 -0.125
C -4.526420 -2.022218 -3.137034 0.292 -0.130 0.246
C -5.562846 -2.928434 -3.001945 -0.148 -0.127 0.048
C -6.517961 -3.022766 -4.000012 -0.031 -0.069 0.044
N -3.492508 -1.987675 -2.146631 -0.095 -0.217 -0.183
C -2.803596 -3.078775 -1.632625 -0.254 0.202 -0.149
C -1.866197 -2.566869 -0.802156 -0.046 0.384 0.016
N -1.973268 -1.174816 -0.782524 0.514 -0.636 0.141
C -2.941929 -0.880257 -1.610720 -0.223 0.320 0.106
H -5.339714 -0.647441 -6.111823 0.010 -0.026 0.035
H -3.622629 -0.486637 -4.329935 -0.032 -0.075 -0.024
H -5.625577 -3.554669 -2.119569 0.003 0.031 -0.067
H -7.333715 -3.727205 -3.910397 0.030 -0.003 -0.010
H -3.028268 -4.092007 -1.926027 0.004 0.122 0.000
H -1.110648 -3.099764 -0.248911 0.030 0.084 0.025
H -3.310153 0.115771 -1.817592 0.069 -0.105 -0.026
```
Forces are in eV/Å.

Formally, the Löwdin partial charges of the atoms, in units of the elementary charge, are as follows:
1 Ti 1.023
2 C -0.025
3 C -0.023
4 C 0.008
5 C -0.216
6 N 0.101
7 C -0.111
8 C -0.181
9 C 0.022
10 C -0.001
11 C 0.009
12 C -0.183
13 N 0.077
14 C -0.211
15 C -0.002
16 C -0.021
17 C -0.015
18 C -0.090
19 N 0.038
20 H 0.122
21 H 0.124
22 H 0.117
23 H 0.116
24 H 0.121
25 H 0.128
26 H 0.120
27 H 0.118
28 H 0.125
29 H 0.123
30 H 0.106
31 O -0.094
32 C -0.116
33 C -0.099
34 C 0.063
35 C -0.127
36 C 0.041
37 C 0.032
38 C -0.298
39 O -0.172
40 N -0.351
41 O 0.087
42 O 0.095
43 H 0.154
44 H 0.140
45 H 0.131
46 H 0.133
47 B -0.378
48 C -0.178
49 N 0.048
50 H 0.025
51 H 0.012
52 H 0.018
53 C -0.166
54 N -0.076
55 C -0.163
56 N -0.082
57 C -0.183
58 N -0.101
59 C -0.173
60 N -0.078
61 C -0.152
62 C -0.168
63 H 0.096
64 H 0.121
65 H 0.124
66 H 0.126
67 H 0.123
68 H 0.107
69 H 0.116
70 H 0.103
71 H 0.131
72 H 0.127
73 H 0.126
74 H 0.120
75 N 0.175
76 C -0.163
77 C -0.213
78 C -0.008
79 C 0.001
80 C -0.188
81 C 0.006
82 C -0.003
83 N -0.009
84 C -0.007
85 C -0.099
86 N -0.009
87 C -0.132
88 H 0.128
89 H 0.113
90 H 0.126
91 H 0.130
92 H 0.135
93 H 0.110
94 H 0.149

Computed, not measured: a structure of composition C42H46BFeN8O2PS2Se, with ωB97M-V/def2-TZVPD.

Summary:
Charge ... +1
Expectation value of S² ... 8.779
Spin multiplicity ... 6
Calculated total energy ... -7044.1424 hartree

```
104
Properties=species:S:1:pos:R:3:forces:R:3
Fe 13.675901 12.520431 12.272844 0.693 -1.516 -0.491
C 12.203633 7.609883 13.523652 -0.381 -0.085 -1.468
C 11.882938 8.930942 12.893399 0.560 0.317 0.126
C 10.678859 9.619296 12.817551 -0.715 -0.082 0.198
C 10.914784 10.873991 12.229474 0.896 -2.101 -0.558
N 12.244926 10.908317 11.916501 0.455 0.549 1.035
N 12.826672 9.687749 12.336875 0.628 2.689 -0.364
B 14.447902 9.579599 12.272932 -0.735 0.268 -0.401
N 14.968489 10.332503 10.995638 -1.144 0.922 -0.785
N 14.626093 11.691606 10.741058 1.130 -1.045 0.321
C 15.299360 12.054552 9.605281 0.232 -0.513 0.466
C 16.075582 10.973574 9.169086 -0.660 0.174 0.657
C 15.742171 9.878441 9.990652 -0.283 1.704 0.087
C 15.955008 8.443323 9.768337 2.605 -0.746 0.667
C 14.981492 13.276121 8.826497 0.191 -0.525 -0.504
C 13.692674 13.829418 8.944548 0.815 -0.274 -0.436
C 13.211260 14.584717 7.876306 0.044 0.284 0.669
C 14.059380 14.984663 6.855198 1.079 -0.227 0.398
C 15.414274 14.593698 6.834863 -0.579 -0.485 -0.194
C 15.832786 13.615484 7.737413 -0.917 0.701 0.787
N 15.138943 10.327684 13.468168 -1.588 0.458 -0.806
N 14.664451 11.631444 13.810846 0.086 -1.118 -0.664
C 15.294240 11.969478 14.948366 1.567 -2.463 0.565
C 16.204727 10.891570 15.293400 -1.464 1.652 -0.388
C 16.052352 9.904404 14.340735 0.297 0.599 -0.279
C 16.825119 8.615932 14.219224 -1.253 0.424 -1.274
C 15.037607 13.061628 15.874666 0.121 0.676 0.605
C 14.823602 14.400692 15.512520 0.390 -1.302 0.767
C 14.745159 15.347786 16.514387 -0.622 -0.634 0.493
C 14.721440 14.997330 17.869158 0.378 0.711 -0.839
C 14.953424 13.662947 18.212463 -0.371 1.158 -0.256
C 15.143027 12.710551 17.248334 -0.386 0.322 -1.672
C 9.877416 11.764337 11.681907 -0.266 -0.051 -0.164
C 10.206092 12.915094 10.909951 -1.257 -0.934 0.547
C 9.151419 13.648679 10.398226 -1.009 0.230 0.483
C 7.775842 13.315458 10.712811 2.272 0.550 -0.742
C 7.484574 12.193674 11.453124 -0.391 -0.513 0.949
C 8.532914 11.354942 11.879701 0.807 -0.035 -0.181
H 11.338494 6.980139 13.217960 0.795 -0.110 0.734
H 13.158076 7.203151 13.115561 -0.867 0.197 0.378
H 12.289589 7.752297 14.593387 -0.142 -0.287 0.230
H 9.710595 9.198714 13.083382 0.496 0.145 0.079
H 14.602755 8.391068 12.156846 0.654 0.445 0.316
H 16.815987 11.020222 8.396040 -0.182 -0.317 -0.402
H 16.449215 8.252327 8.794595 -0.314 0.218 0.613
H 16.633232 8.009048 10.583838 -0.925 0.471 -1.103
H 15.025651 7.930464 9.799447 -0.801 -0.520 0.026
H 13.112643 13.613110 9.852608 -0.041 -0.026 -0.791
H 12.180060 14.900879 7.875763 -0.121 0.150 -0.003
H 13.718947 15.635231 6.079445 -0.343 0.251 -0.331
H 16.060593 14.968558 6.027794 -0.256 -0.332 0.514
H 16.797338 13.140220 7.656810 0.145 0.094 -0.006
H 16.832277 10.915998 16.156882 0.374 -0.133 0.074
H 17.860282 8.871070 14.203703 0.832 0.086 0.255
H 16.555852 8.085160 15.111646 0.238 -0.878 0.239
H 16.628988 8.049701 13.263500 -0.123 0.539 1.245
H 14.816758 14.667559 14.480506 0.141 0.306 -0.553
H 14.626552 16.357166 16.228693 -0.061 1.039 -0.156
H 14.579993 15.847842 18.569589 0.169 -1.117 -0.172
H 14.946002 13.411450 19.229202 0.119 -0.499 1.297
H 15.310713 11.667544 17.448825 -0.011 -0.054 0.492
H 11.236850 13.174028 10.687417 -0.197 -0.044 0.076
H 9.395366 14.567148 9.849610 -0.401 -0.472 -0.004
H 7.019808 13.946624 10.282831 -0.327 0.130 0.192
H 6.448270 12.013070 11.825493 0.897 -0.106 -0.802
H 8.370274 10.315615 12.284091 -0.179 1.695 -0.187
Se 11.567909 14.418585 13.577760 0.107 1.553 0.067
N 13.015216 14.420713 12.407767 -1.214 1.142 1.348
C 13.194176 15.727000 12.087456 -0.326 -0.216 -1.081
C 14.128919 16.175919 11.122879 0.197 1.089 0.396
C 14.020731 17.500276 10.721851 -0.830 -0.790 0.399
C 12.964376 18.381414 11.120237 -1.187 -0.825 1.718
C 12.069361 17.974804 12.110625 1.752 1.633 -1.795
C 12.199558 16.688545 12.602051 -0.088 -2.482 0.787
N 11.300975 16.220336 13.467555 0.786 -2.210 -0.412
H 14.919026 15.495739 10.810220 -0.086 0.360 -0.155
H 14.680019 17.943294 10.027232 0.962 -0.046 -0.722
H 12.860247 19.367483 10.684476 0.210 -0.100 -0.005
H 11.291150 18.574232 12.531024 -0.303 0.436 -0.045
C 21.407176 13.627496 15.486475 0.427 -0.884 0.374
C 20.680070 12.774226 14.484688 -0.598 -0.765 -0.435
C 21.458583 11.530776 14.023530 0.398 0.118 -0.905
O 20.408211 13.630902 13.378601 0.514 -0.366 -0.959
P 18.935462 14.125420 12.969435 1.228 1.843 -0.058
S 18.201690 15.043455 14.509443 -0.856 0.241 0.300
S 17.928959 12.674196 12.128461 -0.916 -0.858 -0.506
O 19.407362 15.242780 11.861261 0.636 -1.302 -0.798
C 20.334972 14.680616 10.767899 -1.299 0.629 1.001
C 21.699142 15.294128 10.884673 0.315 0.373 -0.379
C 19.666264 14.890172 9.427307 0.121 -0.989 0.141
H 21.670528 13.006756 16.349092 -0.104 0.246 0.136
H 20.792526 14.464125 15.765908 -0.197 0.308 0.235
H 22.344972 13.986512 15.061834 -0.031 0.057 -0.140
H 19.689372 12.411929 14.821360 0.448 0.230 0.476
H 22.366476 11.791334 13.439978 -0.508 0.181 0.252
H 20.858925 10.863289 13.364884 0.187 0.503 0.527
H 21.839445 10.962024 14.869227 -0.258 -0.080 0.213
H 20.370872 13.626107 10.990913 0.290 -0.395 -0.158
H 21.699607 16.373193 10.580237 0.055 -0.917 0.326
H 22.389549 14.717113 10.229276 -0.364 0.495 0.288
H 22.043000 15.170914 11.906667 0.136 0.224 0.096
H 19.262903 15.890059 9.350907 0.036 0.277 -0.209
H 18.860616 14.148491 9.356295 -0.079 0.320 -0.122
H 20.399679 14.655519 8.634208 -0.352 0.362 0.198
```
Forces are in eV/Å.

These are the Löwdin partial charges, in e, on atoms 1 to 99:
1 Fe 1.021
2 C 0.010
3 C -0.267
4 C 0.029
5 C -0.222
6 N 0.027
7 N 0.046
8 B -0.429
9 N 0.056
10 N 0.005
11 C -0.210
12 C 0.055
13 C -0.237
14 C -0.005
15 C -0.151
16 C -0.055
17 C -0.068
18 C -0.065
19 C -0.044
20 C -0.007
21 N 0.048
22 N 0.030
23 C -0.198
24 C 0.050
25 C -0.255
26 C 0.027
27 C -0.164
28 C -0.082
29 C -0.077
30 C -0.046
31 C -0.064
32 C -0.018
33 C -0.181
34 C -0.094
35 C -0.059
36 C -0.059
37 C -0.073
38 C -0.008
39 H 0.104
40 H 0.082
41 H 0.093
42 H 0.114
43 H 0.107
44 H 0.119
45 H 0.105
46 H 0.119
47 H 0.077
48 H 0.065
49 H 0.105
50 H 0.101
51 H 0.119
52 H 0.107
53 H 0.119
54 H 0.082
55 H 0.088
56 H 0.090
57 H 0.073
58 H 0.096
59 H 0.123
60 H 0.093
61 H 0.105
62 H 0.062
63 H 0.108
64 H 0.101
65 H 0.127
66 H 0.119
67 Se 1.191
68 N -0.325
69 C -0.317
70 C 0.005
71 C -0.008
72 C -0.011
73 C -0.003
74 C -0.375
75 N -0.139
76 H 0.122
77 H 0.106
78 H 0.117
79 H 0.122
80 C -0.052
81 C -0.506
82 C -0.048
83 O -0.369
84 P -0.278
85 S 0.256
86 S 0.224
87 O -0.342
88 C -0.457
89 C -0.054
90 C -0.058
91 H 0.085
92 H 0.045
93 H 0.089
94 H 0.110
95 H 0.087
96 H 0.076
97 H 0.071
98 H 0.083
99 H 0.101

Q: Which max |F| values were calculated for the entries above? A: 0.0579, 0.0582, in hartree/bohr.